No. 1
The following is a DFT calculation (ωB97M-V/def2-TZVPD) of C24H50N2O20Zr3 as an isolated structure in a non-equilibrium geometry.

The geometry in XYZ format:
```
99
Properties=species:S:1:pos:R:3:forces:R:3
Zr 17.591157 3.581242 -20.054377 3.122 -1.871 -3.580
Zr 17.238663 1.194134 -15.517135 6.921 -3.692 -1.377
Zr 17.931505 -0.495745 -19.340512 0.025 -0.467 -1.271
O 16.105183 -1.620930 -19.322895 1.611 1.849 0.318
C 15.342832 -1.581221 -18.158486 0.315 -0.638 0.828
C 15.473409 -0.242745 -17.468346 -0.198 2.288 2.141
O 16.765705 0.399825 -17.525102 0.445 0.736 0.491
H 14.265201 -1.742245 -18.275430 0.049 -0.002 -0.577
H 15.654843 -2.373084 -17.465021 0.143 0.036 0.018
H 15.287556 -0.244530 -16.345286 -0.376 -1.002 -0.038
H 14.747286 0.539390 -17.713470 -0.148 -0.435 -0.954
O 18.743769 5.384405 -19.702600 -1.624 -2.057 -0.946
C 19.881045 5.463178 -20.573738 1.111 -0.671 0.545
C 19.647074 4.788597 -21.906229 -1.764 0.226 -1.142
O 18.762050 3.660209 -21.771061 -1.552 -0.479 3.224
H 20.683021 4.947124 -20.026022 0.106 -0.126 -0.232
H 20.315062 6.445847 -20.779023 -0.679 0.397 0.355
H 20.526126 4.548624 -22.508027 0.312 -0.363 0.626
H 19.066974 5.406634 -22.606770 0.234 0.565 0.356
O 18.960273 2.100425 -16.196154 -3.477 -1.330 0.293
C 19.735585 2.681830 -17.243750 -0.264 0.545 0.440
C 19.821556 1.939282 -18.550832 1.601 -0.755 -0.073
O 18.640085 1.728573 -19.291065 -1.360 1.222 0.532
H 20.748791 2.777214 -16.840229 0.071 -0.048 -0.213
H 19.373121 3.713527 -17.374769 -0.037 -0.100 -0.165
H 20.332140 0.984422 -18.363038 -0.460 -0.176 0.144
H 20.596161 2.427637 -19.164404 -0.317 0.424 -0.021
O 17.680697 -0.193286 -21.378196 0.136 -0.366 2.915
C 17.002089 0.574536 -22.311065 1.090 0.183 -1.033
C 15.837086 1.356961 -21.761905 -0.184 -0.466 -0.142
O 16.189541 2.195524 -20.672672 2.004 2.208 0.943
H 16.718576 -0.068390 -23.152828 -0.690 -0.026 0.218
H 17.707009 1.255508 -22.818533 0.082 0.216 0.439
H 15.468065 1.995318 -22.565672 -0.456 -0.253 0.012
H 15.124668 0.610663 -21.401171 -0.410 0.360 -0.099
O 18.151334 -0.531941 -14.918673 -2.728 2.857 -1.258
C 19.213671 -1.395927 -15.238826 1.963 0.683 -0.248
C 19.219835 -2.100930 -16.584588 -2.006 -1.495 -0.408
O 18.942060 -1.391633 -17.747059 -0.399 1.772 -1.352
H 19.353561 -2.152876 -14.461871 -0.521 -0.069 -0.012
H 20.142774 -0.803913 -15.165954 -0.199 0.194 -0.074
H 18.414145 -2.853595 -16.554607 0.157 -0.138 0.373
H 20.129629 -2.703917 -16.663813 0.275 0.360 0.100
C 24.389595 4.700991 -19.851870 -1.009 -0.195 -0.271
N 24.081190 3.239344 -19.886614 0.386 -0.025 0.245
O 24.920205 2.458864 -19.502882 -0.106 0.101 -0.079
O 22.960673 2.928158 -20.256603 -0.282 -0.065 -0.012
H 23.828920 5.063970 -18.991977 0.474 0.105 0.277
H 23.871975 5.113035 -20.713732 0.374 0.082 -0.197
H 25.456086 4.863429 -19.825979 0.041 0.015 0.146
C 23.498779 3.967383 -14.913536 0.321 0.049 0.892
N 24.785423 4.545750 -15.398087 0.135 -0.290 -0.318
O 24.788367 5.082924 -16.489106 -0.275 0.046 -0.096
O 25.746854 4.405479 -14.685703 0.091 0.068 0.085
H 23.688310 3.726281 -13.871065 -0.172 0.056 0.042
H 23.292917 3.035012 -15.430620 -0.025 0.206 -0.405
H 22.737395 4.735401 -14.999070 -0.094 -0.101 -0.217
O 18.162866 1.991596 -13.602904 -1.296 0.589 -0.608
C 18.855350 2.304044 -12.618582 0.692 -0.718 0.083
O 19.419129 3.448425 -12.437288 0.240 0.193 0.160
C 19.435973 4.491160 -13.426139 -1.014 0.894 -1.367
C 20.184782 5.699272 -12.936719 0.350 -0.309 1.420
C 19.274257 1.290275 -11.608327 -0.582 0.028 0.323
H 18.404626 4.774779 -13.663088 -0.079 -0.158 0.204
H 19.838134 4.124773 -14.373468 0.237 -0.395 0.261
H 21.146712 5.380185 -12.527474 0.188 0.151 -0.363
H 19.691844 6.159097 -12.077629 -0.247 -0.049 -0.129
H 20.318151 6.476833 -13.681671 0.090 -0.184 -0.215
H 19.478413 1.740567 -10.640997 0.148 0.153 -0.082
H 20.189929 0.835774 -11.989861 -0.019 -0.106 0.028
H 18.498516 0.541016 -11.474550 0.101 -0.149 -0.188
O 21.797791 7.814789 -15.593670 -0.301 0.480 0.213
C 21.307588 7.305213 -16.567783 1.196 -0.663 0.662
O 21.646302 7.610067 -17.816516 -0.368 -0.078 -0.326
C 22.392082 8.844129 -18.019557 -0.758 0.491 0.458
C 22.449648 9.083105 -19.505607 1.313 -0.244 -0.101
C 20.432248 6.083665 -16.472556 -0.642 0.100 -1.445
H 23.357224 8.797949 -17.518548 0.082 -0.229 -0.185
H 21.818701 9.615315 -17.499649 0.085 0.077 -0.096
H 23.210252 8.416121 -19.927561 -0.443 -0.319 -0.176
H 22.887716 10.052384 -19.747805 -0.414 0.249 0.280
H 21.490042 8.958425 -19.996714 -0.041 0.033 0.020
H 21.044889 5.190469 -16.356328 0.102 0.108 0.226
H 19.919335 5.985657 -17.433389 -0.078 -0.164 0.024
H 19.668736 6.157481 -15.706100 0.216 0.128 0.222
O 20.115886 -0.692915 -20.241770 -0.444 -0.520 0.987
C 21.045989 -0.807809 -21.032581 -0.530 1.199 -0.605
O 22.260529 -1.110650 -20.680254 0.375 -0.290 0.200
C 22.512587 -1.397983 -19.306932 -0.167 -0.304 2.078
C 22.048276 -2.786162 -18.896614 -0.329 -0.069 -0.764
C 20.951941 -0.359874 -22.448480 -0.188 -0.251 -0.549
H 22.028480 -0.692122 -18.622101 -0.274 0.288 -0.584
H 23.567316 -1.273333 -19.075066 0.182 -0.032 -0.793
H 22.537574 -3.525802 -19.530088 0.073 -0.184 0.281
H 20.970994 -2.891509 -19.037607 0.004 0.082 -0.084
H 22.224212 -2.975975 -17.840053 0.390 0.020 -0.039
H 21.603357 -0.946450 -23.091647 0.278 0.260 0.057
H 21.229689 0.697789 -22.436959 0.283 -0.098 -0.119
H 19.951322 -0.400847 -22.870373 -0.189 -0.158 0.445
```
Forces are in eV/Å.

Its highest occupied orbital energy is -0.511 Ha. The calculation puts the total energy at -2699.48849 Ha. The total charge is +2. As for the LUMO energy: -7.6971 eV.

Atomic partial charges in e from the Löwdin method, atoms 1 to 6: 2.014, 2.062, 2.026, -0.333, -0.306, -0.274

---

No. 2
The following is a DFT calculation (ωB97M-V/def2-TZVPD) of a 10-piece molecular cluster, C24H51Br18NOPS overall in a non-equilibrium geometry.

The geometry in XYZ format:
```
97
Properties=species:S:1:pos:R:3:forces:R:3
C 0.188717 -3.711403 2.927877 -0.502 0.337 0.111
O 0.884252 -4.123724 4.077984 0.232 -0.481 0.089
C 2.111415 -3.430661 4.266146 0.114 0.808 -0.260
C 1.935381 -2.011893 4.825581 -0.166 -0.865 -0.481
C 3.187225 -1.193414 4.546109 0.172 0.005 0.983
C 3.130311 0.269631 4.983627 0.477 0.416 -0.539
C 2.153614 1.120577 4.147749 0.196 -1.340 0.736
N 0.722928 0.830083 4.323275 0.651 0.873 0.585
P 0.160768 1.534646 5.649603 -0.287 -0.815 0.070
S 0.550206 0.856895 7.483123 0.065 0.241 0.077
H -0.545236 -4.478415 2.679293 0.087 -0.091 0.004
H 0.842918 -3.548786 2.062968 0.140 -0.141 0.076
H -0.360140 -2.779599 3.105591 0.085 0.044 -0.023
H 2.769573 -4.024503 4.902521 -0.196 -0.216 -0.004
H 2.591768 -3.326939 3.281073 0.111 -0.207 0.033
H 1.054578 -1.592406 4.343071 0.093 0.341 0.110
H 1.728344 -2.082107 5.894783 -0.031 0.268 0.023
H 4.001009 -1.653235 5.127945 0.059 -0.061 -0.143
H 3.502745 -1.274525 3.500415 -0.269 0.100 -0.085
H 2.989663 0.368554 6.059487 -0.283 -0.093 -0.009
H 4.118591 0.700802 4.761790 -0.083 -0.233 0.177
H 2.422948 0.861484 3.122063 0.127 0.076 -0.030
H 2.400216 2.191019 4.268114 -0.020 0.010 0.115
H -1.238132 1.475483 5.518948 -0.009 0.270 -0.188
H 0.461985 2.926377 5.598041 -0.085 0.048 0.059
Br 5.346029 0.246573 1.629277 -0.043 0.007 0.024
C 5.388841 2.167083 1.356968 0.078 -0.112 -0.114
C 6.245743 2.860872 2.383268 -0.135 0.172 0.107
Br 5.343182 2.996628 4.096242 0.206 0.134 -0.051
H 4.358078 2.511492 1.375716 -0.004 0.004 0.051
H 5.805813 2.306509 0.360626 0.015 0.034 0.009
H 6.442311 3.888038 2.080628 0.014 -0.020 -0.061
H 7.187254 2.350086 2.557465 -0.006 -0.042 -0.060
Br 0.931930 -7.271090 2.043131 0.036 -0.129 -0.177
C 0.675063 -8.205244 3.723189 -0.067 0.186 0.014
C 1.075106 -7.332955 4.886713 -0.034 -0.082 0.149
Br 3.008207 -7.225713 5.064845 0.001 0.022 -0.027
H 1.246869 -9.126385 3.671273 0.024 0.009 0.020
H -0.386722 -8.438191 3.769996 -0.003 0.028 0.052
H 0.721610 -7.761203 5.822503 -0.002 -0.040 -0.018
H 0.714629 -6.310915 4.787473 0.069 0.017 -0.059
Br -2.010362 2.157895 -0.574491 -0.052 0.025 -0.019
C -0.179301 2.823192 -0.689967 0.073 -0.055 -0.238
C 0.784513 1.914953 0.025503 0.146 0.527 0.445
Br 0.695172 2.084249 1.981897 -0.947 0.011 -1.533
H -0.189234 3.827875 -0.279519 -0.014 -0.028 0.082
H 0.033008 2.867283 -1.756539 -0.040 -0.037 -0.006
H 1.804516 2.178288 -0.255794 -0.028 -0.013 -0.112
H 0.608403 0.866281 -0.193236 -0.014 0.008 -0.058
Br -3.013548 2.044658 -6.822690 0.063 0.031 -0.057
C -2.992937 0.675896 -5.438805 -0.160 0.054 -0.047
C -2.391880 1.184673 -4.159086 0.145 -0.125 0.127
Br -0.452106 1.296478 -4.250473 0.014 0.027 -0.083
H -2.453904 -0.173069 -5.846703 0.023 0.011 -0.003
H -4.036904 0.407816 -5.289494 -0.001 0.037 0.056
H -2.596688 0.498154 -3.340592 -0.034 0.005 -0.009
H -2.747443 2.172703 -3.894212 -0.013 -0.003 0.006
Br -4.482363 2.031225 3.320524 -0.002 -0.027 -0.085
C -4.893733 3.163536 1.798300 0.042 -0.035 0.257
C -6.368240 3.197520 1.498537 -0.021 0.027 -0.168
Br -6.969332 1.571939 0.611846 -0.014 -0.003 0.036
H -4.307835 2.795038 0.963612 -0.002 0.030 -0.016
H -4.542001 4.155073 2.075417 -0.036 0.026 -0.044
H -6.595312 4.002641 0.802646 0.027 0.004 -0.003
H -6.972796 3.307033 2.392934 0.022 -0.012 0.022
Br -5.344410 3.305356 -3.593979 -0.053 -0.039 0.007
C -5.867835 4.416105 -5.097873 0.091 0.043 0.145
C -7.364016 4.468597 -5.256718 -0.077 -0.009 -0.179
Br -8.057654 2.830971 -6.043157 -0.002 0.009 0.057
H -5.364133 4.015246 -5.972810 -0.027 -0.017 -0.011
H -5.477089 5.406675 -4.874877 -0.036 0.017 -0.010
H -7.646070 5.262676 -5.944641 0.041 0.018 0.004
H -7.879097 4.607760 -4.311809 0.030 -0.003 0.021
Br 1.142214 -8.856354 -2.027128 -0.017 0.019 0.050
C -0.108747 -7.408287 -2.370909 0.046 -0.140 -0.122
C 0.599833 -6.104814 -2.629699 -0.057 0.147 0.138
Br 1.275784 -5.319166 -0.989840 0.079 0.029 -0.020
H -0.770596 -7.355908 -1.512162 0.015 0.034 0.015
H -0.671849 -7.715354 -3.249541 -0.001 0.032 -0.010
H -0.093826 -5.372817 -3.037928 -0.032 -0.037 -0.013
H 1.445701 -6.216558 -3.300289 -0.015 -0.047 -0.018
Br 9.597946 1.251419 0.328581 -0.083 0.033 0.047
C 9.697420 3.167366 0.026998 0.108 -0.169 -0.104
C 10.607502 3.849648 1.014666 -0.117 0.144 0.084
Br 9.767585 4.007754 2.757777 0.083 0.002 0.060
H 8.680168 3.542864 0.078881 0.014 0.053 0.008
H 10.078419 3.285346 -0.985038 0.016 0.030 0.010
H 10.814692 4.868167 0.693381 -0.014 -0.004 -0.021
H 11.541976 3.318416 1.162584 -0.013 -0.045 -0.054
Br -6.486655 0.253461 -8.305615 0.010 -0.160 -0.069
C -7.016955 1.385948 -9.789036 0.099 0.077 0.204
C -8.513006 1.451623 -9.940079 -0.058 -0.037 -0.166
Br -9.233841 -0.166573 -10.743475 -0.008 -0.005 0.056
H -6.522658 0.997145 -10.673311 -0.045 0.006 -0.032
H -6.620122 2.371696 -9.554053 -0.042 0.017 0.001
H -8.790464 2.257730 -10.615540 0.029 0.014 0.005
H -9.019504 1.583007 -8.989461 0.033 0.017 0.019
```
Forces are in eV/Å.

Its highest occupied orbital energy is -0.139 Ha. The calculation puts the total energy at -48146.88107 Ha. The total charge is -1. As for the LUMO energy: 1.3058 eV.

Atomic partial charges in e from the Löwdin method, atoms 1 to 6: -0.136, -0.230, -0.235, -0.179, -0.224, -0.254